Record 1
{"formula": "C2H4INS", "method": "ωB97M-V/def2-TZVPD", "elements": ["C", "C", "N", "S", "I", "H", "H", "H", "H"], "positions_angstrom": [[0.2818, 1.2185, -1.4002], [-0.0822, 0.1901, -0.6350], [-0.0109, -1.4706, 1.3167], [1.0395, -0.4744, 0.4979], [-1.4298, -0.2937, 2.4385], [-0.2985, 1.5932, -2.1906], [1.2212, 1.7837, -1.1878], [-1.1219, -0.3691, -0.6081], [0.4008, -2.1776, 1.7685]], "mulliken_charge": [-0.7185, 0.0744, -0.5632, 0.0466, 0.1326, 0.2722, 0.1748, 0.2923, 0.2887]}



Record 2
{"formula": "C24H45NO8", "method": "ωB97M-V/def2-TZVPD", "elements": ["O", "C", "C", "C", "C", "C", "C", "C", "N", "C", "C", "O", "O", "H", "H", "H", "H", "H", "C", "C", "C", "O", "H", "H", "H", "H", "H", "H", "H", "H", "C", "C", "C", "O", "H", "H", "H", "H", "H", "H", "H", "H", "C", "C", "C", "O", "H", "H", "H", "H", "H", "H", "H", "H", "C", "C", "C", "O", "H", "H", "H", "H", "H", "H", "H", "H", "C", "C", "C", "O", "H", "H", "H", "H", "H", "H", "H", "H"], "positions_angstrom": [[4.6802, -3.1449, -2.9344], [3.8107, -2.4956, -2.4671], [2.3452, -2.7325, -2.5204], [1.7509, -1.7475, -1.8593], [0.2961, -1.6013, -1.6985], [-0.5188, -1.3058, -2.7831], [-1.8855, -1.2345, -2.5635], [-2.3710, -1.4492, -1.2817], [-1.6033, -1.7299, -0.2220], [-0.2923, -1.7900, -0.4476], [2.7991, -0.8520, -1.3339], [2.7039, 0.1103, -0.6677], [4.0226, -1.3497, -1.7565], [1.8671, -3.5559, -3.0111], [-0.0897, -1.1428, -3.7547], [-2.5686, -1.0271, -3.3687], [-3.4367, -1.3875, -1.1105], [0.3443, -2.0145, 0.3988], [0.0816, 1.4679, 2.9979], [1.0556, 2.6009, 2.7192], [0.6041, 3.4462, 1.5375], [2.3612, 2.0735, 2.4813], [0.0194, 0.8013, 2.1320], [0.4213, 0.8728, 3.8472], [-0.9190, 1.8451, 3.2122], [1.1426, 3.2294, 3.6060], [0.5527, 2.8358, 0.6318], [1.3147, 4.2525, 1.3513], [-0.3811, 3.8802, 1.7146], [2.2957, 1.5144, 1.6995], [2.3432, 4.3799, 7.9928], [1.7903, 3.3904, 6.9780], [2.8762, 2.8570, 6.0568], [0.7424, 3.9949, 6.2169], [2.7788, 5.2432, 7.4823], [1.5485, 4.7473, 8.6428], [3.1162, 3.9223, 8.6115], [1.3212, 2.5584, 7.5045], [3.3254, 3.6718, 5.4823], [2.4597, 2.1481, 5.3409], [3.6665, 2.3587, 6.6201], [1.1233, 4.7403, 5.7406], [2.5091, 0.1516, -7.3291], [1.6279, 0.6734, -6.2054], [2.1617, 1.9740, -5.6262], [1.5007, -0.3120, -5.1755], [3.5171, -0.0533, -6.9580], [2.1090, -0.7801, -7.7296], [2.5840, 0.8760, -8.1406], [0.6160, 0.8302, -6.5799], [3.1596, 1.8219, -5.2054], [1.5163, 2.3304, -4.8231], [2.2272, 2.7491, -6.3903], [2.3813, -0.4748, -4.8197], [-3.8668, 1.2749, 4.3562], [-4.4842, 1.5244, 2.9880], [-5.6212, 0.5553, 2.6998], [-3.4899, 1.4433, 1.9681], [-3.4435, 0.2677, 4.4038], [-3.0585, 1.9811, 4.5478], [-4.6087, 1.3731, 5.1500], [-4.8606, 2.5470, 2.9427], [-5.2511, -0.4736, 2.6986], [-6.0519, 0.7523, 1.7178], [-6.4102, 0.6348, 3.4491], [-3.1301, 0.5493, 1.9771], [-1.0214, -5.3804, -2.2421], [-1.8243, -4.8849, -3.4353], [-2.3718, -6.0338, -4.2676], [-1.0274, -4.0169, -4.2427], [-0.1598, -5.9648, -2.5800], [-0.6462, -4.5377, -1.6583], [-1.6260, -6.0106, -1.5893], [-2.6503, -4.2674, -3.0800], [-1.5528, -6.6382, -4.6673], [-2.9449, -5.6544, -5.1137], [-3.0164, -6.6816, -3.6724], [-0.2862, -4.5276, -4.5859]], "mulliken_charge": [-0.5170, 0.1247, -0.1591, -0.1171, 0.6265, 0.0351, -0.7557, -0.4568, -0.6131, -0.4024, 0.2107, -0.4710, -0.3579, 0.5602, 0.8141, 0.4478, 0.4366, 0.5058, -0.6500, 0.7387, -1.3895, -0.5431, -0.0179, 0.3727, 0.1407, 0.0517, 0.2617, 0.3632, 0.3764, 0.3207, -1.3310, 0.4362, -1.0938, -0.5470, 0.3458, 0.3202, 0.3716, 0.2522, 0.3107, 0.1391, 0.4397, 0.3429, -1.3726, 0.3913, -1.3316, -0.3050, 0.3510, 0.3297, 0.3953, 0.3102, 0.3256, 0.3245, 0.4048, 0.1897, -1.2176, 0.4050, -1.3025, -0.4876, 0.3150, 0.2482, 0.4243, 0.2845, 0.3299, 0.3129, 0.3900, 0.3047, -1.0538, 0.5364, -1.4785, -0.4737, 0.3241, 0.1096, 0.4177, 0.2389, 0.3726, 0.3502, 0.3882, 0.3253], "smiles": "O=C1C=C(c2cccnc2)C(=O)O1.CC(C)O.CC(C)O.CC(C)O.CC(C)O.CC(C)O"}



The records above yield electronic energy values of -829.15157; -1598.14919 hartree, respectively.
The records above yield F_max values of 5.55; 1.24 eV/Å, respectively.